Record 1
289
Properties=species:S:1:pos:R:3 method="wB97M-V/def2-TZVPD" homo_ev=-15.09 charge=+4 spin_multiplicity=1 e_lumo_ev=-8.3
C -1.747 0.766 0.990
C -1.193 -0.501 0.428
C -0.148 -0.224 -0.678
C 1.298 0.192 -0.203
C 1.975 -0.869 0.723
C 1.188 -0.811 2.071
N -0.330 -1.150 1.572
O -0.981 -2.020 2.262
C 1.245 0.595 2.687
C 1.682 -1.835 3.114
C -2.216 -1.480 -0.016
H -1.079 1.639 0.943
H -2.013 0.600 2.013
H -2.728 0.926 0.536
H -0.445 0.683 -1.221
H -0.061 -1.062 -1.361
H 1.363 1.120 0.269
H 1.884 0.241 -1.114
H 2.872 -0.404 1.007
H 2.227 -1.916 0.365
H 0.818 1.291 1.947
H 2.200 0.828 3.053
H 0.560 0.577 3.517
H 2.592 -1.305 3.440
H 1.770 -2.833 2.671
H 0.942 -1.842 3.946
H -2.606 -0.936 -0.903
H -3.074 -1.585 0.641
H -1.883 -2.466 -0.251
C -1.822 1.239 9.679
O -2.544 0.541 8.627
C -3.682 1.271 8.383
C -4.302 0.579 7.150
N -5.481 1.263 6.612
H -5.475 2.306 6.662
H -5.545 0.972 5.637
C -6.770 0.794 7.252
C -7.740 1.969 7.291
O -7.054 3.145 7.668
C -7.990 4.141 7.984
H -2.553 1.793 10.309
H -1.075 1.952 9.359
H -1.405 0.429 10.337
H -3.479 2.343 8.256
H -4.336 1.185 9.267
H -4.522 -0.471 7.356
H -3.481 0.531 6.425
H -6.462 0.531 8.291
H -7.102 -0.096 6.740
H -8.388 1.704 8.149
H -8.305 2.103 6.378
H -8.519 4.504 7.103
H -7.480 4.963 8.396
H -8.741 3.762 8.716
C -1.701 -5.318 3.820
O -1.075 -5.329 5.127
C -0.513 -6.614 5.333
C 0.103 -6.480 6.728
N -0.869 -5.751 7.592
H -1.086 -4.881 7.126
H -1.712 -6.310 7.545
C -0.511 -5.283 8.981
C -1.586 -4.405 9.491
O -1.203 -3.837 10.700
C -2.047 -2.761 11.159
H -1.114 -5.838 3.077
H -1.813 -4.320 3.498
H -2.700 -5.829 3.876
H 0.288 -6.866 4.683
H -1.254 -7.387 5.311
H 0.990 -5.783 6.742
H 0.497 -7.328 7.212
H 0.419 -4.713 8.898
H -0.281 -6.182 9.540
H -2.513 -5.020 9.616
H -1.736 -3.678 8.697
H -2.386 -2.107 10.317
H -1.409 -2.196 11.864
H -2.874 -3.143 11.746
C 2.053 -12.325 -0.607
O 0.835 -11.597 -1.052
C 0.902 -10.203 -1.291
C -0.535 -9.891 -1.674
N -0.772 -8.516 -2.233
H -0.840 -7.896 -1.438
H 0.082 -8.137 -2.717
C -2.026 -8.513 -3.027
C -2.802 -7.289 -3.257
O -2.672 -6.415 -2.194
C -3.675 -6.529 -1.222
H 2.336 -11.918 0.336
H 2.900 -12.275 -1.318
H 1.652 -13.297 -0.512
H 1.544 -9.981 -2.122
H 1.229 -9.707 -0.362
H -1.321 -9.975 -0.899
H -0.830 -10.614 -2.476
H -2.606 -9.287 -2.488
H -1.806 -9.022 -3.968
H -3.846 -7.647 -3.451
H -2.477 -6.645 -4.058
H -3.310 -6.048 -0.315
H -3.930 -7.556 -0.970
H -4.500 -5.919 -1.511
C 6.534 2.608 -2.369
O 6.520 2.751 -3.834
C 6.037 4.015 -4.191
C 5.667 3.904 -5.678
N 6.738 3.107 -6.356
H 7.689 3.497 -6.124
H 6.731 2.251 -5.824
C 6.502 2.813 -7.732
C 7.839 2.414 -8.445
O 8.474 1.437 -7.652
C 9.658 0.920 -8.218
H 5.611 2.989 -1.919
H 7.310 3.276 -2.024
H 6.742 1.556 -2.099
H 6.765 4.764 -3.889
H 5.072 4.323 -3.710
H 5.576 4.896 -6.120
H 4.724 3.374 -5.742
H 6.112 3.679 -8.229
H 5.827 2.009 -7.778
H 8.465 3.245 -8.797
H 7.439 1.887 -9.278
H 9.896 -0.040 -7.688
H 10.494 1.631 -8.250
H 9.460 0.608 -9.250
C -9.647 -2.636 -4.073
O -8.850 -1.431 -3.968
C -7.527 -1.510 -4.475
C -6.961 -0.044 -4.466
N -7.157 0.455 -3.068
H -6.881 1.432 -2.980
H -8.189 0.386 -2.811
C -6.361 -0.081 -1.933
C -7.036 -1.175 -1.249
O -8.363 -0.713 -0.994
C -9.114 -1.625 -0.216
H -9.213 -3.561 -3.730
H -9.863 -2.852 -5.148
H -10.545 -2.381 -3.459
H -7.456 -1.784 -5.563
H -6.797 -2.146 -4.049
H -7.606 0.592 -5.036
H -5.935 0.063 -4.744
H -6.078 0.729 -1.288
H -5.437 -0.433 -2.371
H -6.556 -1.455 -0.348
H -7.119 -2.094 -1.852
H -8.626 -1.824 0.764
H -9.293 -2.548 -0.763
H -10.019 -1.143 -0.103
C 2.860 7.804 6.149
C 2.039 6.958 5.053
N 0.857 6.160 5.441
C -0.230 7.161 5.484
C 0.553 5.132 4.415
C 0.217 5.573 3.014
C 1.047 5.599 6.836
C 2.059 4.484 6.923
O 1.381 3.256 6.770
C 2.378 2.246 6.568
H 3.672 8.275 5.529
H 3.463 7.164 6.820
H 2.315 8.553 6.769
H 2.693 6.228 4.568
H 1.707 7.652 4.274
H -1.142 6.649 5.821
H -0.385 7.592 4.517
H -0.044 7.872 6.269
H -0.246 4.586 4.927
H 1.508 4.563 4.412
H 0.002 4.661 2.452
H 0.979 6.070 2.395
H -0.640 6.245 2.894
H 0.113 5.269 7.212
H 1.341 6.483 7.408
H 2.487 4.580 7.946
H 2.942 4.582 6.300
H 3.268 2.510 7.216
H 2.568 2.176 5.509
H 1.997 1.241 6.961
C 7.691 -1.411 -5.378
C 7.181 -2.861 -5.190
N 5.711 -3.003 -5.285
C 5.253 -2.688 -6.608
C 5.313 -4.379 -5.051
C 5.959 -5.365 -6.010
C 5.033 -1.998 -4.313
C 5.171 -2.231 -2.807
O 6.305 -1.654 -2.333
C 6.455 -1.905 -0.943
H 7.575 -1.043 -6.410
H 8.705 -1.346 -5.081
H 7.176 -0.787 -4.627
H 7.317 -3.225 -4.168
H 7.663 -3.560 -5.894
H 5.177 -1.596 -6.771
H 4.262 -3.167 -6.719
H 5.883 -3.004 -7.417
H 4.164 -4.291 -5.121
H 5.492 -4.618 -3.991
H 5.828 -5.086 -7.065
H 5.394 -6.320 -5.991
H 7.001 -5.517 -5.847
H 3.977 -2.158 -4.545
H 5.274 -1.040 -4.672
H 5.197 -3.291 -2.595
H 4.297 -1.645 -2.479
H 7.177 -1.190 -0.521
H 6.806 -2.961 -0.720
H 5.526 -1.769 -0.363
C 1.523 4.985 -5.211
C 0.523 6.044 -4.799
N -0.795 5.413 -4.244
C -0.419 4.624 -3.086
C -1.692 6.563 -3.702
C -0.927 7.640 -2.959
C -1.610 4.627 -5.205
C -1.724 5.269 -6.605
O -2.270 6.511 -6.610
C -2.138 7.141 -7.965
H 1.081 4.173 -5.821
H 2.068 4.608 -4.319
H 2.258 5.387 -5.891
H 0.202 6.763 -5.542
H 0.919 6.557 -3.930
H 0.323 3.893 -3.328
H -1.245 4.124 -2.604
H 0.079 5.340 -2.408
H -2.451 6.078 -3.052
H -2.188 6.988 -4.575
H -1.701 8.322 -2.533
H -0.245 8.277 -3.539
H -0.428 7.247 -2.059
H -2.599 4.554 -4.721
H -1.184 3.676 -5.318
H -2.397 4.623 -7.226
H -0.758 5.238 -7.129
H -1.150 7.044 -8.407
H -2.419 8.170 -7.872
H -2.832 6.587 -8.627
N -4.341 1.711 -3.303
S -4.773 2.884 -2.453
O -6.186 2.867 -2.477
O -4.053 4.066 -2.509
F -4.505 2.363 -1.008
S -2.918 1.394 -3.821
O -1.904 1.621 -2.802
O -2.677 1.862 -5.140
F -3.046 -0.140 -3.984
N 1.248 -6.208 -0.467
S 1.360 -5.320 0.807
O 2.649 -4.931 1.276
O 0.447 -5.852 1.699
F 0.799 -3.973 0.257
S 2.118 -6.107 -1.703
O 2.989 -4.989 -1.880
O 1.251 -6.518 -2.810
F 3.086 -7.291 -1.479
N 3.991 3.887 -0.189
S 3.870 3.078 1.208
O 3.800 1.691 0.922
O 3.046 3.666 2.224
F 5.400 3.253 1.744
S 2.899 4.789 -0.639
O 1.519 4.553 -0.109
O 3.230 5.080 -2.026
F 3.272 6.212 0.059
N -3.461 0.941 4.399
S -3.238 2.568 4.126
O -2.179 2.813 3.132
O -3.336 3.285 5.324
F -4.494 2.978 3.382
S -4.380 -0.082 3.647
O -4.436 -0.062 2.242
O -5.633 -0.181 4.406
F -3.562 -1.475 3.997
N 3.382 1.755 -4.781
S 3.226 1.073 -6.188
O 2.038 0.300 -6.495
O 4.416 0.589 -6.724
F 2.981 2.417 -7.165
S 2.538 1.407 -3.520
O 2.633 0.045 -3.216
O 1.298 2.037 -3.353
F 3.492 2.020 -2.477

Record 2
129
Properties=species:S:1:pos:R:3 method="wB97M-V/def2-TZVPD" homo_ev=-10.43 charge=+1 spin_multiplicity=1 e_lumo_ev=-4.5 relative_energy_ev=3.789
O -9.840 -3.162 -7.995
P -8.521 -3.802 -8.490
O -7.476 -2.686 -9.225
O -8.871 -5.062 -9.594
C -7.566 -4.548 -7.042
C -6.564 -3.798 -6.138
C -6.052 -2.257 -6.212
C -4.671 -2.299 -7.038
C -3.981 -0.831 -7.199
F -2.601 -1.114 -7.483
F -4.151 -0.218 -5.903
C -4.744 -0.058 -8.376
F -5.988 0.399 -7.808
F -5.115 -0.875 -9.479
S -3.882 1.453 -9.067
F -5.083 2.463 -8.411
F -2.988 1.725 -7.688
F -2.686 0.574 -9.822
F -4.855 1.372 -10.458
F -3.203 2.836 -9.726
N -6.037 -4.709 -5.129
C -6.664 -6.004 -5.363
Cl -6.385 -7.535 -4.398
N -7.569 -5.913 -6.497
S -8.509 -7.235 -7.173
H -8.006 -1.992 -9.687
H -9.756 -5.445 -9.387
H -5.928 -1.909 -5.121
H -6.891 -1.666 -6.710
H -3.924 -2.887 -6.375
H -4.729 -2.873 -8.022
H -5.337 -4.552 -4.383
H -7.712 -7.636 -8.262
C 0.715 4.066 0.350
C 1.182 2.754 0.363
C 1.188 2.005 -0.810
C 0.715 2.565 -1.997
C 0.225 3.871 -2.004
C 0.236 4.625 -0.830
C -0.325 4.459 -3.247
O -0.750 5.601 -3.255
C -0.359 3.636 -4.476
C -0.927 4.157 -5.641
C -0.951 3.396 -6.805
C -0.400 2.115 -6.813
C 0.162 1.591 -5.654
C 0.174 2.348 -4.481
C 0.742 1.767 -3.243
O 1.221 0.644 -3.249
H 0.719 4.653 1.264
H 1.544 2.314 1.287
H 1.558 0.985 -0.795
H -0.131 5.646 -0.832
H -1.355 5.155 -5.642
H -1.398 3.801 -7.707
H -0.412 1.524 -7.723
H 0.585 0.592 -5.666
C -4.305 -14.018 -1.356
C -5.016 -13.133 -2.163
C -4.767 -11.767 -2.087
C -3.813 -11.280 -1.192
C -3.119 -12.165 -0.366
C -3.359 -13.537 -0.458
C -2.140 -11.658 0.622
O -1.531 -12.430 1.341
C -1.919 -10.198 0.729
C -1.043 -9.702 1.695
C -0.819 -8.332 1.794
C -1.462 -7.455 0.924
C -2.340 -7.945 -0.036
C -2.578 -9.318 -0.129
C -3.542 -9.826 -1.130
O -4.110 -9.057 -1.892
H -4.494 -15.085 -1.423
H -5.763 -13.509 -2.855
H -5.320 -11.083 -2.722
H -2.812 -14.231 0.172
H -0.535 -10.380 2.374
H -0.141 -7.948 2.549
H -1.281 -6.387 0.997
H -2.842 -7.256 -0.708
C 3.615 8.493 7.304
C 3.733 8.404 5.918
C 3.164 7.333 5.238
C 2.484 6.340 5.944
C 2.387 6.416 7.333
C 2.944 7.501 8.011
C 1.712 5.344 8.099
O 1.624 5.412 9.313
C 1.153 4.184 7.369
C 0.565 3.138 8.081
C 0.025 2.050 7.403
C 0.063 2.007 6.011
C 0.653 3.045 5.298
C 1.208 4.131 5.976
C 1.866 5.213 5.209
O 1.904 5.174 3.991
H 4.052 9.334 7.833
H 4.267 9.172 5.368
H 3.255 7.272 4.158
H 2.860 7.574 9.091
H 0.529 3.167 9.166
H -0.427 1.235 7.959
H -0.365 1.161 5.482
H 0.684 3.003 4.213
C 6.496 5.437 9.927
C 5.707 5.905 8.878
C 6.273 6.130 7.628
C 7.633 5.897 7.425
C 8.428 5.451 8.481
C 7.854 5.210 9.731
C 9.883 5.248 8.292
O 10.577 4.855 9.214
C 10.481 5.538 6.970
C 11.860 5.406 6.792
C 12.429 5.664 5.550
C 11.624 6.044 4.478
C 10.252 6.182 4.652
C 9.679 5.938 5.902
C 8.222 6.122 6.086
O 7.517 6.460 5.149
H 6.052 5.253 10.900
H 4.651 6.093 9.035
H 5.652 6.490 6.813
H 8.464 4.850 10.553
H 12.493 5.107 7.622
H 13.502 5.566 5.415
H 12.069 6.238 3.507
H 9.630 6.484 3.815